# 1
A structure of composition C4H6AlLiO2 at a distorted geometry, computed with ωB97M-V/def2-TZVPD.

Results
Frontier orbital gap (alpha / beta) (eV): 7.8 / 7.8
<S²>: 0.753
Largest force on an atom (eV/Å): 2.57
Calculated total energy (hartree): -556.252469
Charge: +1
Spin multiplicity: 2
Molecular weight (g/mol): 120.01
Highest occupied orbital energy (alpha / beta) (eV): -12.36 / -13.96

Each line ends with the Mulliken spin population.
Positions of all 14 atoms, in Å:
O 1.2792 -1.5893 0.3863  0.035
Al -0.4421 -2.0244 0.1630  0.738
C 1.6101 -0.3376 -0.1138  0.024
C 0.6171 0.7565 0.2898  0.002
H 2.6082 -0.0185 0.2491  0.002
H 0.6992 0.8937 1.3817  0.001
H 0.8992 1.7190 -0.1703  0.004
H 1.6888 -0.3464 -1.2231  0.000
C -1.1669 -0.2970 -1.0394  0.131
C -0.9009 0.5263 0.0439  0.048
O -1.7269 1.0880 0.8406  0.023
Li -2.5391 0.5730 2.3652  0.009
H -0.4254 -0.6143 -1.7791  -0.008
H -2.2004 -0.3291 -1.3939  -0.009


# 2
A structure of composition CH3NS2 at a distorted geometry, computed with ωB97M-V/def2-TZVPD.

Results
Frontier orbital gap (alpha / beta) (eV): 7.0 / 6.5
<S²>: 2.008
Largest force on an atom (eV/Å): 6.32
Calculated total energy (hartree): -890.860958
Charge: 0
Energy relative to the best compared isomer or geometry (same formula, charge and spin) (kJ/mol): 138.01
Spin multiplicity: 3
Molecular weight (g/mol): 93.18
Highest occupied orbital energy (alpha / beta) (eV): -6.43 / -8.95

Each line ends with the Mulliken spin population.
Positions of all 7 atoms, in Å:
C 0.5134 1.5271 -1.2746  0.517
N -0.5773 -0.8303 -0.4715  0.006
S 1.0727 2.6633 -2.2630  1.108
S -0.3898 0.2282 -1.8113  0.184
H 1.3369 1.2774 -0.1245  0.182
H 0.1152 -1.5063 -0.6050  0.001
H -1.3976 -1.3320 -0.3200  0.003


# 3
A structure of composition C32H25F5N5O2OsPS, computed with ωB97M-V/def2-TZVPD.

Results
Frontier orbital gap (alpha / beta) (eV): 6.3 / 7.2
<S²>: 6.036
Largest force on an atom (eV/Å): 0.91
Calculated total energy (hartree): -2987.608502
Charge: +2
Energy relative to the best compared isomer or geometry (same formula, charge and spin) (kJ/mol): 369.97
Spin multiplicity: 5
Molecular weight (g/mol): 859.85
Highest occupied orbital energy (alpha / beta) (eV): -11.80 / -14.01

Each line ends with the Mulliken spin population.
Positions of all 72 atoms, in Å:
Os -0.0932 0.9859 0.3421  2.754
N -1.0520 3.6845 3.6208  0.081
C -1.7592 4.7461 3.0329  -0.025
C -2.5746 5.5542 3.8124  0.027
C -3.3217 6.5614 3.2265  -0.008
C -3.2690 6.7900 1.8550  0.019
C -2.4589 5.9969 1.0663  -0.006
C -1.7252 4.9742 1.6574  0.005
S -0.6590 4.0043 0.6491  0.033
N 0.2299 3.1403 1.7242  0.123
C -0.2749 2.8420 2.9193  0.127
C -0.0261 1.4865 3.3411  0.379
C 0.5147 1.1163 4.6030  -0.135
C 1.0526 -0.1084 4.8349  0.304
C 1.0599 -1.1784 3.7922  0.047
C 0.4440 -0.6805 2.4591  -0.029
N -0.2230 0.5894 2.3244  0.255
H -1.2979 3.4325 4.5651  -0.001
H -2.6222 5.3868 4.8835  0.001
H -3.9530 7.1813 3.8505  0.000
H -3.8473 7.5874 1.4084  0.001
H -2.3971 6.1623 -0.0038  0.001
H 0.5716 1.8795 5.3719  0.001
H 1.5005 -0.3264 5.7974  0.003
H 0.6041 -2.0908 4.1830  0.015
H -0.1448 -1.4632 1.9791  -0.103
N 2.1637 -2.7788 -1.0263  0.007
P 1.3989 -2.1359 -2.3581  -0.016
C 1.6424 -3.3071 -3.6522  0.002
C 2.9571 -3.5714 -4.0513  0.000
C 3.1747 -4.4488 -5.0975  0.000
C 2.0936 -5.0490 -5.7361  0.000
C 0.7919 -4.7861 -5.3296  0.000
C 0.5565 -3.9089 -4.2841  0.002
C -0.3048 -1.8193 -1.9444  -0.003
C -0.8323 -2.4938 -0.8353  0.042
C -2.1793 -2.3836 -0.5409  -0.003
C -3.0087 -1.6201 -1.3549  0.005
C -2.4917 -0.9667 -2.4637  -0.013
C -1.1424 -1.0633 -2.7704  0.013
C 2.2152 -2.2171 0.2612  -0.004
C 2.6238 -3.1762 1.3103  0.002
C 2.6831 -2.8356 2.5949  0.002
C 2.4102 -1.4401 3.0321  0.014
C 1.8686 -0.5928 1.8658  0.023
N 1.8607 -1.0120 0.4787  0.016
H 2.4168 -3.7547 -1.0780  0.000
H 3.7939 -3.0951 -3.5519  0.000
H 4.1854 -4.6619 -5.4201  0.000
H 2.2693 -5.7277 -6.5613  0.000
H -0.0418 -5.2595 -5.8318  0.000
H -0.4568 -3.6904 -3.9665  0.000
H -0.2048 -3.1115 -0.2073  0.000
H -2.5848 -2.9068 0.3153  0.000
H -4.0655 -1.5475 -1.1293  0.000
H -3.1417 -0.3862 -3.1050  0.000
H -0.7496 -0.5657 -3.6451  0.004
H 2.8619 -4.1885 0.9993  0.000
H 2.9719 -3.5674 3.3436  0.001
H 3.2870 -1.0345 3.5398  -0.002
H 2.2442 0.4285 1.9134  -0.023
O 1.0846 -0.2896 -4.4817  0.000
C 2.0414 -0.0907 -3.8019  0.000
O 2.3065 -0.8264 -2.6549  0.000
H 2.7922 0.6884 -3.9346  0.000
F -2.5714 2.2522 1.1152  0.006
C -1.6159 2.4400 0.1671  -0.067
F 0.3326 1.3270 -1.4729  0.093
C -2.3172 2.6690 -1.1831  0.031
F -2.7389 1.5209 -1.7140  0.001
F -1.4828 3.2649 -2.0435  -0.001
F -3.3758 3.4654 -1.0049  0.000


# 4
The ion C3H6N3 with charge +1 at a distorted geometry, computed with ωB97M-V/def2-TZVPD.

Results
Frontier orbital gap (alpha / beta) (eV): 6.7 / 6.9
Largest force on an atom (eV/Å): 3.16
Calculated total energy (hartree): -281.694702
Charge: +1
Energy relative to the best compared isomer or geometry (same formula, charge and spin) (kJ/mol): 585.96
Molecular weight (g/mol): 84.10
Highest occupied orbital energy (alpha / beta) (eV): -13.80 / -13.97
Structure (SMILES): CN1CC#[N+]N1

Each line ends with the natural charge from an NBO analysis.
Positions of all 12 atoms, in Å:
C 0.8834 0.4085 -0.0644  -0.453
N -0.4910 0.1403 0.0829  -0.053
C -1.2292 -1.0735 0.2945  -0.434
C -2.5800 -0.7676 -0.0443  0.182
N -2.6505 0.5814 -0.2201  -0.193
N -1.4710 1.0502 -0.0547  0.011
H 1.4753 -0.5074 -0.0508  0.275
H 0.9528 0.8086 -1.0551  0.242
H 1.2622 1.2042 0.6908  0.267
H -1.4784 -1.1249 1.3375  0.357
H -0.7446 -2.0191 0.0217  0.321
H -1.3272 2.0733 -0.3352  0.478


# 5
The molecule C25H22N2O6 at a distorted geometry, computed with ωB97M-V/def2-TZVPD.

Results
Frontier orbital gap (eV): 9.3
Largest force on an atom (eV/Å): 1.35
Calculated total energy (hartree): -1526.848848
Charge: 0
Energy relative to the best compared isomer or geometry (same formula, charge and spin) (kJ/mol): 52.82
Molecular weight (g/mol): 446.46
Highest occupied orbital energy (eV): -8.97
Structure (SMILES): O=C(OCC(=O)N1CCN(C(=O)c2ccco2)CC1)c1ccccc1C(=O)c1ccccc1

Each line ends with the natural charge from an NBO analysis.
Positions of all 55 atoms, in Å:
O -2.9747 -2.6056 -1.0483  -0.585
C -3.2714 -1.6936 -0.3193  0.804
O -2.5559 -1.3523 0.7705  -0.507
C -1.2533 -1.8826 0.8543  -0.177
C -0.3903 -1.2064 -0.2230  0.676
O -0.8994 -0.4899 -1.0590  -0.623
N 0.9314 -1.4779 -0.2008  -0.441
C 1.8093 -0.7613 -1.1045  -0.238
C 2.6537 0.2467 -0.3122  -0.230
N 3.3740 -0.4386 0.7357  -0.427
C 4.7049 -0.7182 0.7886  0.630
O 5.1478 -1.5328 1.5852  -0.623
C 5.6481 -0.0045 -0.0878  0.143
C 6.9733 -0.3276 -0.2513  -0.220
C 7.5182 0.6409 -1.1189  -0.319
C 6.4959 1.4899 -1.4166  0.113
O 5.3650 1.1120 -0.8042  -0.402
C 2.4927 -1.1628 1.6294  -0.238
C 1.6598 -2.1763 0.8333  -0.222
C -4.4864 -0.8584 -0.4585  -0.162
C -5.4336 -1.2359 -1.4074  -0.142
C -6.5922 -0.5024 -1.5723  -0.217
C -6.8177 0.6131 -0.7806  -0.197
C -5.8818 0.9969 0.1646  -0.145
C -4.7050 0.2766 0.3285  -0.099
C -3.7245 0.7403 1.3643  0.571
O -3.9412 0.6024 2.5476  -0.531
C -2.5213 1.4391 0.8475  -0.085
C -2.4278 1.8820 -0.4687  -0.164
C -1.2808 2.5209 -0.9011  -0.205
C -0.2187 2.7130 -0.0334  -0.191
C -0.3043 2.2720 1.2788  -0.239
C -1.4522 1.6440 1.7186  -0.192
H -0.9082 -1.6484 1.8619  0.217
H -1.2717 -2.9662 0.6836  0.228
H 1.1883 -0.2454 -1.8376  0.254
H 2.4607 -1.4804 -1.6114  0.196
H 3.3356 0.7635 -0.9804  0.241
H 1.9827 0.9805 0.1483  0.204
H 7.4715 -1.1584 0.2028  0.246
H 8.5278 0.7004 -1.4687  0.234
H 6.4477 2.3690 -2.0290  0.206
H 1.8280 -0.4467 2.1242  0.195
H 3.1115 -1.6721 2.3698  0.257
H 2.3367 -2.8928 0.3543  0.208
H 0.9888 -2.7224 1.4913  0.216
H -5.2343 -2.1139 -2.0030  0.238
H -7.3215 -0.8000 -2.3104  0.219
H -7.7255 1.1862 -0.8978  0.217
H -6.0563 1.8654 0.7827  0.216
H -3.2493 1.7277 -1.1518  0.222
H -1.2097 2.8616 -1.9228  0.216
H 0.6772 3.2090 -0.3800  0.211
H 0.5233 2.4257 1.9582  0.214
H -1.5451 1.2951 2.7369  0.230